12
Properties=species:S:1:pos:R:3 method="wB97M-V/def2-TZVPD" molar_mass_g_mol=108.543 charge=0 homo_lumo_gap_ev=11.82 smiles=FC1(Cl)CCC1 multiplicity=1
F 0.947 1.750 -0.050
C 0.924 0.377 -0.011
Cl 2.599 -0.205 0.005
C -0.021 -0.097 1.091
C -1.131 -0.161 0.009
C -0.029 -0.172 -1.080
H -0.125 0.582 1.917
H 0.246 -1.068 1.453
H -1.734 0.750 0.007
H -1.789 -1.048 0.001
H 0.271 -1.183 -1.399
H -0.159 0.474 -1.943

***

19
Properties=species:S:1:pos:R:3 method="wB97M-V/def2-TZVPD" molar_mass_g_mol=112.125 charge=0 homo_lumo_gap_ev=10.78 smiles="CCC=O.O.O.O" multiplicity=1
C 0.554 -0.514 -1.746
C -0.224 -0.427 -0.385
C -1.582 0.201 -0.569
O -1.821 1.355 -0.863
H -0.130 -0.462 -2.618
H 1.225 0.357 -1.885
H 1.113 -1.384 -1.791
H 0.395 0.176 0.304
H -0.344 -1.448 0.082
H -2.447 -0.377 -0.485
O 1.789 2.817 -2.347
H 2.265 2.675 -3.153
H 0.855 2.523 -2.599
O -0.143 1.957 1.440
H 0.073 2.928 1.451
H -0.903 1.852 0.875
O -0.346 -3.788 4.429
H 0.438 -3.855 5.042
H -0.766 -4.587 4.818

***

47
Properties=species:S:1:pos:R:3 method="wB97M-V/def2-TZVPD" molar_mass_g_mol=393.823 charge=0 homo_lumo_gap_ev=8.67 smiles="COc1cc(C(=O)NCC(=O)OCc2ccccc2Cl)cc(OC)c1OC" multiplicity=1
C 3.789 1.746 3.101
O 4.351 1.212 1.927
C 3.559 1.114 0.826
C 2.226 1.474 0.779
C 1.498 1.317 -0.396
C 0.073 1.724 -0.370
O -0.373 2.511 0.445
N -0.713 1.188 -1.353
C -2.138 1.385 -1.319
C -2.860 0.063 -1.127
O -2.325 -1.011 -1.210
O -4.157 0.256 -0.889
C -4.952 -0.902 -0.666
C -4.934 -1.364 0.769
C -4.235 -0.688 1.758
C -4.233 -1.146 3.064
C -4.935 -2.289 3.401
C -5.645 -2.976 2.430
C -5.639 -2.511 1.127
Cl -6.531 -3.372 -0.079
C 2.125 0.826 -1.534
C 3.470 0.476 -1.513
O 4.133 0.019 -2.627
C 3.414 -0.154 -3.822
C 4.203 0.596 -0.321
O 5.512 0.298 -0.120
C 6.248 -0.460 -1.053
H 4.593 1.748 3.835
H 2.963 1.129 3.470
H 3.434 2.770 2.948
H 1.713 1.878 1.636
H -0.409 0.336 -1.801
H -2.493 1.843 -2.251
H -2.364 2.065 -0.492
H -5.968 -0.626 -0.961
H -4.597 -1.716 -1.311
H -3.689 0.208 1.504
H -3.680 -0.606 3.817
H -4.936 -2.650 4.418
H -6.199 -3.867 2.677
H 1.574 0.757 -2.456
H 4.137 -0.543 -4.538
H 3.014 0.794 -4.196
H 2.600 -0.876 -3.704
H 5.752 -1.404 -1.288
H 7.199 -0.663 -0.561
H 6.426 0.093 -1.977

***

36
Properties=species:S:1:pos:R:3 method="wB97M-V/def2-TZVPD" molar_mass_g_mol=544.257 charge=-1 homo_lumo_gap_ev=6.63 multiplicity=1
Sn 0.358 -2.020 0.972
O 5.479 -1.150 5.730
C 4.625 -1.354 4.902
S 2.916 -1.586 5.281
C 2.346 -1.811 3.634
C 3.268 -1.758 2.656
S 2.984 -1.974 0.958
S 4.925 -1.456 3.166
S 0.624 -2.093 3.456
F -4.299 -0.051 1.193
C -4.488 -1.385 1.032
F -5.321 -1.516 -0.034
F -5.167 -1.813 2.105
C -3.134 -2.161 0.780
O -3.165 -3.372 0.932
O -2.213 -1.388 0.397
C -2.168 2.344 -2.927
C -2.151 0.972 -2.251
N -1.483 1.007 -0.964
C -0.183 0.819 -0.769
S 0.402 0.690 0.834
N 0.633 0.741 -1.825
C 2.085 0.630 -1.753
C 2.761 1.996 -1.732
H -2.664 2.284 -3.897
H -1.158 2.729 -3.076
H -2.706 3.055 -2.301
H -1.685 0.222 -2.899
H -3.171 0.638 -2.069
H -2.036 0.743 -0.157
H 0.236 0.896 -2.737
H 2.412 0.052 -2.619
H 2.343 0.075 -0.853
H 2.527 2.565 -2.635
H 3.843 1.875 -1.668
H 2.423 2.558 -0.861

***

In the order shown, the computed total energy values come out to -19484.7420 -11494.4952 -46324.6531 -87853.1365 eV.